Below is a cluster of 8 separate species, C65H139N7O9 in total, with properties calculated with ωB97M-V with the def2-TZVPD basis set.

Calculated values
Relative energy (zero: lowest compared OMol25 entry of this formula, charge and spin) (kcal/mol): 0.0
DFT total energy (hartree): -3620.1462
SMILES: CC1(C)CCCC(C)(C)N1O.CC1(C)CCCC(C)(C)N1O.CC1(C)CCCC(C)(C)N1O.CC1(C)CCCC(C)(C)N1O.CC1(C)CCCC(C)(C)N1O.CC1(C)CCCC(C)(C)N1O.CC1(C)CCCC(C)(C)N1O.OCCO
Charge: 0
HOMO level (eV): -7.5
Gap between HOMO and LUMO (eV): 8.0

Structure (XYZ):
```
220
Properties=species:S:1:pos:R:3:forces:R:3
C -9.103165 0.509044 0.068760 0.5 0.4 -0.2
C -9.137990 -0.858311 0.765037 0.0 -0.3 0.8
C -10.369334 -0.977138 1.679209 -0.3 0.1 -0.3
C -9.285076 -1.967004 -0.265001 0.1 -0.6 -1.8
C -7.992210 -2.414942 -0.949576 0.5 0.4 0.8
C -7.040609 -2.828890 0.168953 0.0 -0.3 -0.7
C -6.706861 -1.658383 1.105064 0.1 -0.4 -0.3
C -5.848387 -2.295240 2.221913 -1.4 0.5 0.0
C -5.862764 -0.620343 0.372956 0.0 0.6 -0.6
N -7.976908 -1.151915 1.614888 0.0 -1.3 0.7
O -7.791206 -0.202415 2.643312 0.1 0.7 -0.3
H -8.813377 0.422751 -0.982081 -0.3 -0.1 -0.1
H -10.072875 0.998821 0.153519 0.0 0.0 -0.2
H -8.348557 1.192821 0.467184 -0.1 -0.2 0.4
H -11.267274 -0.876397 1.061845 0.0 0.3 0.1
H -10.458704 -1.967999 2.125872 0.4 0.0 0.0
H -10.352865 -0.232973 2.474863 -0.1 0.1 -0.1
H -9.754520 -2.886480 0.100700 0.0 0.3 0.5
H -9.913051 -1.634187 -1.104542 -0.3 0.2 0.5
H -8.208343 -3.238139 -1.629214 0.1 0.0 -0.1
H -7.535614 -1.589053 -1.507944 -0.2 -0.1 -0.2
H -6.096074 -3.242116 -0.203208 -0.1 0.2 -0.1
H -7.512515 -3.659189 0.704667 0.0 0.2 0.3
H -5.030622 -2.824302 1.744491 0.3 0.1 0.2
H -6.502293 -3.001087 2.741578 0.2 -0.1 0.1
H -5.535910 -1.541837 2.942880 0.4 -0.1 -0.1
H -6.388806 -0.040386 -0.393500 -0.3 -0.3 0.1
H -5.057014 -1.109298 -0.181573 0.2 0.1 0.3
H -5.481058 0.142978 1.055623 0.2 -0.2 0.1
H -8.007249 -0.640228 3.475828 -0.1 -0.2 -0.3
C 6.843147 -1.363393 1.224560 0.0 -0.3 0.4
C 5.483716 -2.095255 1.363453 0.1 0.0 -1.4
C 4.617058 -1.584257 0.213641 0.0 0.6 -0.3
C 5.741150 -3.596032 1.161526 0.3 0.0 0.3
C 6.292805 -4.235036 2.447607 0.1 0.0 -0.9
C 5.353052 -3.997511 3.610881 0.0 -0.5 -0.1
C 5.067234 -2.519599 3.827163 0.7 1.3 1.0
C 3.950720 -2.315540 4.836992 -0.5 0.1 0.2
C 6.322043 -1.854923 4.454318 0.8 -1.1 0.2
N 4.697509 -1.889247 2.572251 -0.6 0.3 -0.4
O 4.471664 -0.483685 2.747203 0.5 -0.4 0.1
H 7.530333 -1.700903 1.997814 0.2 0.2 -0.1
H 7.250405 -1.673981 0.263754 0.1 0.1 0.0
H 6.800429 -0.271449 1.205867 -0.2 0.0 0.1
H 3.695248 -2.155939 0.111114 0.0 0.1 0.1
H 4.396213 -0.527333 0.388303 -0.3 -0.2 0.1
H 5.141213 -1.559045 -0.745247 0.1 -0.5 0.0
H 4.848554 -4.082655 0.759058 -0.2 -0.1 0.5
H 6.477717 -3.740836 0.366986 0.0 0.3 0.0
H 6.499863 -5.284503 2.226958 -0.2 -0.1 0.4
H 7.277499 -3.804337 2.643320 0.0 0.1 0.1
H 5.766884 -4.382331 4.546951 0.0 0.0 0.0
H 4.436423 -4.568520 3.431214 -0.2 0.3 0.0
H 4.126019 -2.939381 5.715924 -0.1 -0.2 -0.1
H 2.971289 -2.511510 4.396441 0.0 -0.3 0.0
H 3.919916 -1.290100 5.208716 0.1 0.1 -0.2
H 6.312227 -0.783776 4.643339 -0.4 0.1 -0.4
H 7.186331 -2.125695 3.849403 0.1 0.4 0.1
H 6.537315 -2.310645 5.428402 -0.2 0.0 0.0
H 5.359293 -0.075139 2.702213 -0.4 0.0 0.1
C 0.855960 -6.382484 6.496843 -0.1 0.2 0.1
C 0.367703 -5.677958 5.234620 1.2 0.5 -0.2
C 0.068906 -4.183505 5.529466 0.2 -0.3 1.6
C 1.557750 -5.689312 4.247076 -0.5 0.4 -1.3
C 1.079178 -5.263014 2.845129 0.3 -0.6 0.7
C -0.068610 -6.146516 2.367218 0.7 0.4 -0.3
C -1.252816 -6.174503 3.322700 -0.5 1.2 -0.5
C -1.983936 -4.830787 3.179886 -1.1 0.2 -0.4
C -2.169782 -7.310018 2.888519 0.4 -1.0 0.8
N -0.741621 -6.419526 4.663880 0.0 -1.4 0.2
O -1.820323 -6.507400 5.610739 0.3 0.3 -0.4
H 1.805790 -5.938513 6.800127 0.0 0.0 0.0
H 0.154811 -6.243795 7.319228 0.0 -0.2 0.0
H 1.035269 -7.436163 6.282342 -0.1 -0.1 0.1
H 0.295764 -3.977151 6.587448 -0.3 -0.3 0.0
H 0.779693 -3.493273 5.075997 -0.6 0.1 -0.8
H -0.993892 -3.993170 5.423485 0.1 0.5 -0.4
H 2.281241 -4.935409 4.561492 0.1 -0.2 0.3
H 2.085312 -6.635537 4.102386 -0.3 -0.2 0.6
H 0.788665 -4.213131 2.897226 0.0 0.1 -0.4
H 1.906805 -5.408075 2.147549 0.0 0.4 -0.1
H 0.300110 -7.158968 2.174751 0.0 0.0 0.2
H -0.349905 -5.722971 1.397549 -0.5 -0.3 0.0
H -2.589221 -4.819530 2.263121 0.4 -0.1 -0.2
H -1.312576 -3.978752 3.115390 0.0 0.0 0.2
H -2.762697 -4.647729 3.926824 0.4 -0.1 0.4
H -3.056716 -7.415776 3.514277 -0.1 0.3 -0.1
H -1.584719 -8.226321 3.046778 -0.2 0.0 -0.1
H -2.449360 -7.289705 1.838773 0.0 0.4 -0.1
H -1.841457 -7.453101 5.795886 -0.1 0.1 0.1
C 5.247587 4.569862 1.635232 1.1 -0.6 0.4
C 4.959309 3.879530 0.297702 -0.4 0.1 -0.2
C 3.702040 2.993252 0.419982 -0.3 0.2 -0.3
C 4.683670 5.005328 -0.703799 -0.5 0.8 -0.6
C 4.851964 4.655274 -2.175607 -0.7 -0.2 -0.7
C 6.126323 3.863297 -2.429540 0.3 1.3 0.5
C 6.345222 2.671786 -1.512364 -0.2 -0.8 -0.2
C 5.395436 1.532175 -1.926122 -0.1 0.2 0.1
C 7.791748 2.211064 -1.646291 0.3 -0.1 0.6
N 6.137240 3.140080 -0.144214 0.8 1.3 0.4
O 6.575401 2.241212 0.869324 -0.4 -0.1 -0.3
H 6.274897 4.956846 1.616012 -0.1 0.1 -0.1
H 4.605477 5.410995 1.882585 -0.4 -0.1 -0.2
H 5.227842 3.835133 2.444352 -0.2 0.1 0.1
H 3.080886 3.134395 -0.470991 0.0 -0.2 0.1
H 3.879427 1.920113 0.496917 0.4 0.2 0.2
H 3.090251 3.280258 1.277696 0.2 0.1 0.0
H 3.646295 5.319496 -0.538566 0.0 -0.1 0.0
H 5.235673 5.936882 -0.532862 0.5 -0.4 0.4
H 3.926121 4.207187 -2.566253 0.3 -0.5 0.1
H 4.920466 5.558614 -2.792297 0.0 0.1 0.3
H 6.908418 4.598999 -2.185454 0.2 -0.3 -0.1
H 6.265601 3.637310 -3.483941 -0.1 -0.4 0.0
H 5.297356 0.771180 -1.153364 0.1 0.1 0.1
H 5.754058 1.027853 -2.826612 0.0 0.1 -0.1
H 4.410390 1.960487 -2.129762 0.0 -0.3 0.0
H 8.007576 1.452517 -0.890407 -0.1 -0.1 -0.2
H 8.486571 3.029513 -1.438358 -0.1 0.1 -0.1
H 8.000948 1.802374 -2.632802 -0.1 0.0 -0.1
H 7.211856 2.790323 1.342125 0.1 -0.3 0.0
C -3.958301 6.066694 -2.092238 -1.7 0.6 -0.8
C -3.723727 4.932785 -3.081155 0.8 -0.4 0.4
C -3.817831 5.484483 -4.496447 -1.3 0.2 -0.9
C -2.298470 4.428692 -2.816714 0.8 0.5 -1.4
C -1.950898 3.153350 -3.563491 0.3 -0.6 0.7
C -2.910796 2.025764 -3.208111 0.4 -0.1 -0.2
C -4.382258 2.442638 -3.313518 -0.6 -0.4 -0.7
C -4.857122 2.233570 -4.762479 -0.6 0.0 -0.2
C -5.198410 1.507231 -2.432701 -0.3 -0.3 0.4
N -4.612272 3.806702 -2.838595 1.0 -0.3 1.7
O -5.958369 4.128651 -2.658210 -0.4 0.2 -0.4
H -4.936515 6.516275 -2.326742 0.1 -0.1 0.0
H -4.065102 5.781482 -1.050196 0.6 -0.2 0.0
H -3.262103 6.879706 -2.293211 0.4 -0.2 0.4
H -3.088296 6.248285 -4.766038 0.2 -0.1 0.2
H -3.837002 4.712615 -5.266732 0.6 -0.1 0.2
H -4.808258 5.935607 -4.655479 0.1 0.1 0.3
H -1.643464 5.204782 -3.234972 0.0 0.1 0.3
H -2.017656 4.350178 -1.765334 -0.5 -0.2 0.1
H -1.897766 3.221358 -4.654016 -0.3 0.6 0.0
H -0.930621 2.874138 -3.279974 -0.1 -0.1 0.1
H -2.713365 1.561815 -2.236209 0.1 0.4 0.1
H -2.689426 1.232259 -3.930362 -0.5 -0.2 0.1
H -4.243225 2.755242 -5.495120 0.1 0.0 0.0
H -5.891295 2.575459 -4.865464 0.1 0.2 0.0
H -4.880986 1.173978 -5.029462 0.2 0.0 0.1
H -4.897929 1.554907 -1.381540 0.1 -0.1 -0.1
H -5.078575 0.474933 -2.767282 0.1 0.0 0.0
H -6.263269 1.743378 -2.435139 0.0 0.0 -0.3
H -6.081691 4.064760 -1.694767 0.1 0.1 -0.2
C 3.100543 1.469284 -7.624860 0.1 1.2 -0.8
C 3.631470 2.019206 -6.301983 0.4 0.0 0.9
C 5.055925 2.589443 -6.426611 -0.1 -0.5 -1.1
C 2.802758 3.169982 -5.709308 0.2 0.3 0.2
C 1.441357 2.774367 -5.185063 -0.8 0.7 0.6
C 1.559663 1.636837 -4.165420 -0.5 0.6 -0.3
C 2.434455 0.476783 -4.658641 -1.2 -0.9 0.6
C 2.728498 -0.331320 -3.404848 1.4 0.0 1.3
C 1.535522 -0.373617 -5.590061 0.4 0.1 -0.3
N 3.660541 0.975686 -5.257936 0.2 1.1 1.1
O 4.638120 -0.022500 -5.479144 -0.4 -0.2 -0.3
H 2.035291 1.673841 -7.729194 -0.2 -0.5 0.2
H 3.505351 2.039264 -8.473294 0.3 -0.2 0.2
H 3.351420 0.423021 -7.758026 -0.1 -0.1 0.0
H 5.707999 1.797569 -6.801607 0.2 0.2 0.1
H 5.058840 3.398652 -7.162640 -0.1 -0.1 -0.1
H 5.443169 3.019460 -5.510855 -0.1 -0.3 0.4
H 3.377222 3.559376 -4.862675 0.0 -0.3 0.2
H 2.803347 4.041835 -6.371386 -0.4 -0.3 -0.4
H 0.986338 3.609474 -4.632523 0.3 0.1 -0.1
H 0.678079 2.635929 -5.959148 0.3 -0.6 -0.2
H 0.557117 1.274035 -3.913024 0.1 -0.3 -0.4
H 1.851385 2.045835 -3.190528 0.7 0.0 -0.2
H 1.833071 -0.636430 -2.864632 -0.2 -0.2 -0.4
H 3.281235 0.255433 -2.653231 -0.3 0.4 -0.3
H 3.431809 -1.167009 -3.490216 -0.6 -0.3 -0.6
H 2.108421 -1.196885 -6.020642 0.0 0.0 -0.1
H 1.160646 0.268425 -6.380735 -0.1 -0.1 -0.2
H 0.664140 -0.798016 -5.090404 0.1 0.1 0.3
H 5.194232 0.051802 -4.693443 0.0 0.0 -0.2
C -0.767325 -2.097301 0.880243 0.7 0.1 0.5
C -1.140203 -0.963659 1.846631 0.1 0.5 0.0
C -2.633235 -0.956348 2.163739 -0.4 -0.2 0.5
C -0.405684 -1.032969 3.186347 -0.5 -0.6 0.1
C 1.042925 -0.633505 3.145752 0.9 0.4 0.2
C 1.200627 0.790696 2.606469 -0.5 -0.3 0.2
C 0.520074 0.959435 1.241136 0.1 -0.4 -1.0
C 0.323441 2.428753 0.942547 -1.0 1.5 0.3
C 1.401314 0.324103 0.133717 0.0 -1.3 1.2
N -0.812493 0.348337 1.279877 -0.6 0.7 1.4
O -1.576564 0.614453 0.134193 -0.2 -0.1 -0.3
H -0.729342 -1.663253 -0.116417 -0.3 -0.4 -0.2
H 0.242817 -2.446869 1.127851 0.0 0.0 -0.2
H -1.409109 -2.971078 0.976015 -0.2 0.1 -0.3
H -2.967736 -1.933664 2.530764 0.2 -0.1 -0.3
H -2.855352 -0.294882 3.008182 0.2 0.3 -0.2
H -3.264570 -0.653435 1.330180 0.1 -0.2 -0.1
H -0.963091 -0.389487 3.874283 0.3 0.2 0.0
H -0.524187 -2.030187 3.627270 0.1 -0.1 -0.2
H 1.417698 -0.649677 4.175017 0.1 0.0 -0.1
H 1.704570 -1.306775 2.588428 -0.3 -0.2 -0.1
H 2.247547 1.089400 2.529898 0.0 -0.1 0.0
H 0.732302 1.438003 3.356764 -0.1 0.2 -0.3
H -0.284025 2.905930 1.731989 0.5 -0.2 0.4
H -0.339683 2.692301 0.111537 0.5 -0.7 -0.5
H 1.246203 2.999327 0.824801 -0.2 -0.3 0.1
H 1.545589 -0.739630 0.379499 -0.2 0.1 0.0
H 2.433053 0.674523 0.202931 -0.4 0.5 -0.7
H 0.892789 0.307399 -0.826233 0.3 0.6 -0.2
H -2.309906 1.174668 0.465930 0.5 -0.1 -0.4
O -3.315854 2.724836 0.238920 -0.1 -0.7 0.0
C -3.783287 3.712511 1.103653 -0.8 1.6 -0.2
C -5.266112 3.696325 1.384971 -0.3 -1.0 0.6
O -6.001988 3.989921 0.184155 -0.3 -0.1 0.9
H -3.761688 2.817703 -0.621248 0.1 0.2 0.1
H -3.269416 3.734590 2.061482 0.4 -0.5 -0.1
H -3.606477 4.680377 0.619949 0.2 0.2 0.2
H -5.519889 4.369379 2.216155 0.2 0.5 -0.5
H -5.599086 2.728594 1.797060 0.3 -0.1 -0.4
H -6.921018 3.902833 0.477692 0.1 0.1 -0.5
```
Positions in Å, forces in eV/Å.